{
  "formula": "C36H33O2SiTi",
  "method": "ωB97M-V/def2-TZVPD",
  "symbols": ["C", "C", "C", "H", "C", "C", "H", "H", "H", "H", "C", "C", "C", "H", "C", "C", "H", "H", "H", "H", "Ti", "O", "C", "C", "H", "H", "H", "H", "C", "C", "C", "H", "C", "H", "C", "H", "C", "H", "O", "Si", "C", "C", "C", "C", "C", "C", "C", "C", "C", "C", "C", "C", "C", "C", "C", "C", "C", "C", "H", "H", "H", "H", "H", "H", "H", "H", "H", "H", "H", "H", "H", "H", "H"],
  "coordinates": [[0.91614, -2.23540, 0.25205], [-0.33193, -2.65676, -0.26876], [-0.30654, -2.42295, -1.68138], [-1.16517, -3.08953, 0.28884], [0.92724, -1.74326, -1.99508], [1.65639, -1.61279, -0.77287], [2.61845, -1.15073, -0.65214], [1.25290, -2.40905, 1.25622], [-1.06740, -2.74146, -2.39441], [1.31186, -1.53506, -2.99244], [-0.61054, 2.46597, -1.44873], [-0.19544, 2.48996, -0.08442], [1.14304, 2.00027, -0.03145], [-0.78809, 2.84216, 0.74761], [1.56195, 1.65671, -1.34146], [0.48890, 1.97302, -2.24598], [0.50616, 1.94221, -3.33680], [-1.55342, 2.81518, -1.84602], [1.74842, 1.98106, 0.84917], [2.52588, 1.24702, -1.61727], [-0.54585, 0.13316, -0.81088], [-2.15470, 0.15921, -1.12725], [-1.16403, -0.65573, -4.50861], [-0.24326, -1.03412, -5.49163], [-1.61836, -1.38922, -3.86285], [-1.32321, 0.39395, -4.23361], [0.33604, -1.98985, -5.32912], [1.11621, -1.93497, -7.43500], [0.80598, -0.90988, -7.64873], [0.07382, -0.26779, -6.65457], [-0.33386, 1.09582, -6.73860], [-0.84555, 1.56506, -5.87271], [-0.14091, 1.73092, -7.94465], [-0.50994, 2.73519, -8.07915], [0.49815, 1.05553, -8.99535], [0.62833, 1.54528, -9.94469], [0.97981, -0.23839, -8.84780], [1.46928, -0.79045, -9.63189], [-0.60505, -0.03866, 1.07398], [-0.32571, -0.07106, 2.66268], [1.33984, -0.78478, 3.16781], [1.44864, -1.80964, 4.11227], [2.70401, -2.29995, 4.49007], [3.86241, -1.75133, 3.95965], [3.76632, -0.69147, 3.06356], [2.51919, -0.20660, 2.67437], [-0.42020, 1.66919, 3.38374], [-1.67647, 2.20307, 3.65133], [-1.78342, 3.53237, 4.07644], [-0.63869, 4.29466, 4.27827], [0.61481, 3.70735, 4.14287], [0.73363, 2.37563, 3.75504], [-1.68815, -1.03098, 3.43865], [-2.78611, -1.40071, 2.66301], [-3.78925, -2.19804, 3.20915], [-3.69869, -2.62054, 4.54016], [-2.63909, -2.18617, 5.33368], [-1.65464, -1.35884, 4.79522], [0.55673, -2.24107, 4.56507], [2.75922, -3.10915, 5.20820], [4.83461, -2.14408, 4.22874], [4.65434, -0.21424, 2.65643], [2.46176, 0.63460, 1.98556], [-2.56785, 1.58265, 3.52843], [-2.76719, 3.94732, 4.24037], [-0.72485, 5.34376, 4.53635], [1.51691, 4.27422, 4.34362], [1.70656, 1.88645, 3.73842], [-2.84827, -1.05842, 1.62647], [-4.62660, -2.48044, 2.58055], [-4.46595, -3.28034, 4.94029], [-2.58010, -2.50078, 6.38041], [-0.85947, -0.99427, 5.44152]],
  "atomic_forces_ev_per_a": [[1.01, 0.38, -0.73], [0.38, -0.22, -0.03], [1.27, 1.58, -1.42], [0.40, 0.12, -0.19], [-2.65, -1.13, -0.67], [-0.36, -1.09, 2.14], [0.18, -0.03, -0.01], [-0.06, 0.35, 0.19], [0.31, 0.23, 0.36], [-0.30, 0.12, 0.34], [1.28, -0.13, -0.63], [0.55, -0.41, -0.86], [-0.49, 0.26, -0.96], [0.06, -0.14, 0.00], [-0.67, 0.14, 0.22], [-1.02, -0.23, 0.92], [0.03, -0.21, 0.44], [0.06, -0.12, 0.14], [0.08, -0.18, 0.25], [-0.08, 0.16, 0.01], [-0.93, 1.23, 0.99], [1.17, -0.54, -0.27], [2.36, -0.48, -1.51], [-1.68, -0.60, 3.69], [0.41, 0.04, 0.34], [-0.76, -0.43, -0.75], [-1.33, 0.56, -0.68], [0.04, 0.30, -0.45], [-0.81, 0.59, 0.35], [0.76, 1.37, 0.50], [-0.05, -1.11, -0.11], [0.39, -0.30, -0.92], [0.17, -0.16, -0.04], [0.10, 0.18, -0.13], [0.07, -0.10, 0.00], [-0.02, 0.17, -0.17], [0.09, -0.22, 0.18], [0.14, 0.31, -0.44], [0.13, -0.26, -0.20], [-0.03, 0.69, 0.04], [-0.07, 0.24, 0.13], [0.46, -0.17, -0.07], [-0.31, 0.10, -0.02], [-0.11, 0.06, -0.15], [-0.15, 0.32, -0.25], [0.17, -0.41, 0.19], [0.57, -0.93, 0.45], [0.01, 0.72, -0.08], [-0.03, -0.49, -0.08], [-0.05, -0.07, -0.18], [0.26, -0.17, 0.11], [-0.58, 0.43, -0.27], [-0.10, 0.07, 0.20], [-0.13, -0.30, 0.06], [0.13, 0.08, 0.19], [-0.06, 0.09, -0.44], [-0.05, -0.01, 0.26], [-0.53, -0.48, 0.09], [0.31, 0.00, -0.26], [0.06, 0.00, -0.02], [-0.02, 0.02, 0.07], [-0.01, -0.17, 0.11], [0.09, -0.32, 0.09], [0.20, 0.29, -0.12], [-0.04, 0.16, 0.06], [0.02, -0.07, 0.09], [-0.09, 0.08, 0.09], [-0.19, 0.26, -0.15], [0.05, -0.19, 0.24], [-0.03, -0.08, 0.17], [0.17, 0.15, 0.03], [-0.05, 0.16, -0.35], [-0.10, -0.03, -0.12]],
  "mulliken_spin": [0.00, 0.24, 0.11, 0.01, 0.20, 0.22, 0.00, 0.02, 0.02, 0.01, 0.04, 0.05, 0.00, 0.00, 0.05, 0.00, 0.00, 0.00, 0.00, -0.01, -0.11, 0.08, 0.00, 0.00, 0.00, 0.00, 0.00, 0.00, 0.00, 0.00, 0.00, 0.00, 0.00, 0.00, 0.00, 0.00, 0.00, 0.00, 0.06, 0.00, 0.00, 0.00, 0.00, 0.00, 0.00, 0.00, 0.00, 0.00, 0.00, 0.00, 0.00, 0.00, 0.00, 0.00, 0.00, 0.00, 0.00, 0.00, 0.00, 0.00, 0.00, 0.00, 0.00, 0.00, 0.00, 0.00, 0.00, 0.00, 0.00, 0.00, 0.00, 0.00, 0.00],
  "largest_force_ev_per_a": 4.102,
  "total_charge": 0,
  "gap_ha": [0.308, 0.190],
  "multiplicity": 2,
  "s_squared": 0.7702,
  "total_energy_ha": -2681.0575,
  "lumo_energy_ev": [0.1491, -3.0514]
}

{
  "formula": "C14H22N2O3",
  "method": "ωB97M-V/def2-TZVPD",
  "symbols": ["C", "H", "H", "C", "N", "H", "C", "C", "O", "H", "C", "O", "C", "C", "C", "C", "C", "C", "H", "H", "C", "H", "C", "O", "N", "H", "H", "H", "H", "H", "H", "H", "H", "H", "H", "C", "H", "H", "H", "H", "H"],
  "coordinates": [[-4.31778, -1.77415, -0.90873], [-3.25404, -2.04233, -0.56156], [-4.03461, -1.23026, -1.99244], [-5.09075, -0.84206, -0.12610], [-4.41230, 0.28360, -0.13778], [-5.13114, 1.07494, 0.42714], [-3.30676, 0.34662, 0.97742], [-2.22901, 1.46710, 0.04984], [-2.84045, 2.71877, -0.20765], [-3.53396, 2.47409, -0.65699], [-1.69411, 1.02016, -1.09752], [-0.98751, -0.24827, -0.97036], [0.40393, -0.42424, -0.48329], [1.03498, -1.36724, -0.05588], [2.29294, -1.49556, 0.26858], [2.93129, -0.33034, 0.75311], [2.40322, 0.74188, 0.39945], [1.03706, 0.88919, -0.06205], [0.72573, 2.00821, -0.40502], [2.86462, 1.87885, 0.63464], [4.37115, -0.31670, 1.03161], [4.53845, -1.18436, 1.72549], [5.42235, 0.04270, 0.05652], [6.35212, 0.66266, 0.30773], [5.14025, -0.55838, -1.38797], [4.35791, -1.19903, -1.27246], [5.75301, -0.78388, -1.94506], [4.61568, 0.62341, 1.84205], [2.69034, -2.46710, 0.72296], [0.50432, -2.40843, -0.20048], [-1.04146, 1.67940, -1.71690], [-2.50241, 0.46783, -1.86707], [-1.36550, 1.68334, 0.90114], [-2.78203, -0.64282, 0.79083], [-3.43032, 0.70683, 1.85593], [-5.44068, -1.25429, 1.28774], [-4.55069, -1.76824, 1.59120], [-6.01441, -0.73200, 2.15477], [-6.13381, -2.28294, 1.11616], [-6.20487, -0.44028, -0.51194], [-4.86022, -2.76479, -0.97324]],
  "atomic_forces_ev_per_a": [[1.87, -2.63, -3.82], [-1.65, 0.65, 0.14], [-1.25, -1.81, 2.65], [-7.15, -0.41, 1.15], [1.32, 10.61, 5.41], [2.33, -2.41, -2.57], [3.87, -1.91, -12.34], [-0.89, 2.03, 10.30], [5.48, 1.29, 4.13], [-6.43, -1.53, -4.14], [2.04, -5.74, -8.19], [2.96, -2.83, 1.16], [-7.32, 17.00, -1.76], [-0.91, -14.13, -0.07], [4.67, -0.88, 5.21], [4.33, -7.14, -1.54], [-6.22, 12.73, -1.23], [1.27, -0.39, -2.54], [0.39, -3.14, 1.02], [-0.74, -3.38, -0.58], [0.72, 1.98, 5.86], [0.85, 0.37, -1.16], [-3.23, -4.64, -5.51], [3.81, 2.54, 0.75], [-8.70, 4.06, 11.21], [0.42, 0.13, -0.53], [8.37, -2.71, -6.91], [-1.01, -2.46, -1.91], [-0.57, 1.14, -1.31], [0.70, 1.72, 0.26], [-0.82, 0.09, 0.73], [1.35, 2.42, 1.81], [-1.90, -0.43, -2.22], [-0.29, 1.38, 1.29], [-1.38, 2.13, 5.78], [-2.88, -5.27, 0.59], [0.61, 0.07, 1.29], [1.34, -0.05, -2.12], [1.38, 2.54, 0.59], [2.57, -1.98, -0.31], [0.68, 1.00, -0.59]],
  "mulliken_charge": [-0.91, 0.14, 0.19, 0.15, -0.24, 0.33, -1.03, 0.36, -0.55, 0.36, -0.71, -0.34, 0.40, -0.20, -0.67, 0.96, -0.45, -0.14, 0.18, 0.11, -1.15, 0.37, 0.57, -0.46, -0.39, 0.21, 0.19, 0.26, 0.20, 0.18, 0.41, 0.13, 0.28, 0.28, 0.70, -1.25, 0.41, 0.27, 0.28, 0.20, 0.39],
  "e_above_lowest_ev": 14.917,
  "largest_force_ev_per_a": 18.594,
  "total_charge": 0,
  "smiles": "CC(C)NC[C@H](O)COc1ccc(CC(N)=O)cc1",
  "gap_ha": 0.340,
  "total_energy_ha": -881.4177,
  "lumo_energy_ev": 0.3743
}

{
  "formula": "C33H59AlNP2Si",
  "method": "ωB97M-V/def2-TZVPD",
  "symbols": ["Al", "C", "C", "C", "C", "C", "C", "H", "H", "H", "C", "H", "H", "H", "C", "H", "H", "H", "C", "H", "H", "H", "C", "H", "H", "H", "C", "C", "C", "C", "C", "C", "C", "C", "H", "H", "H", "H", "H", "H", "H", "H", "H", "H", "H", "H", "P", "C", "H", "H", "H", "C", "H", "H", "H", "C", "H", "H", "H", "P", "C", "H", "H", "H", "C", "H", "H", "H", "C", "H", "H", "H", "C", "Si", "C", "C", "N", "C", "C", "C", "C", "C", "C", "H", "H", "H", "H", "H", "H", "H", "H", "H", "H", "H", "H", "H", "H"],
  "coordinates": [[-1.12151, 0.37615, -2.68665], [-2.21150, 1.72018, -0.63310], [-2.84362, 0.91972, -1.69667], [-2.12713, -0.49157, 0.02791], [-1.80590, 0.83675, 0.39535], [-2.65462, -0.49375, -1.29366], [-2.23942, 3.20599, -0.58404], [-2.04720, 3.62602, -1.58586], [-1.47835, 3.60448, 0.10635], [-3.22703, 3.57625, -0.25204], [-1.18021, 1.17574, 1.70840], [-0.84168, 2.22162, 1.76500], [-0.30795, 0.52551, 1.89844], [-1.89372, 0.99675, 2.53054], [-2.09806, -1.67566, 0.92496], [-3.01849, -1.76310, 1.52992], [-1.26098, -1.63782, 1.63033], [-2.01311, -2.60114, 0.34674], [-3.34981, -1.66662, -1.87890], [-4.39175, -1.75426, -1.53704], [-2.85629, -2.59868, -1.58240], [-3.35869, -1.63064, -2.97034], [-3.99887, 1.37140, -2.54564], [-4.87428, 1.58791, -1.91184], [-4.30502, 0.59833, -3.25953], [-3.77578, 2.28014, -3.11606], [0.82264, 0.82485, -2.76620], [0.01258, 1.80158, -3.44310], [-0.19311, 1.71800, -4.96216], [-1.15373, 0.58580, -5.44859], [-1.53966, -0.47629, -4.42996], [-0.57664, -1.27876, -3.75203], [0.87475, -1.28934, -4.23108], [1.68751, -0.20012, -3.51379], [0.77658, 1.62736, -5.49191], [-0.73424, 0.12756, -6.35746], [-0.61187, 2.68165, -5.30749], [2.37681, 0.26829, -4.23251], [1.21307, 1.05693, -1.77232], [-0.08402, 2.80344, -2.98432], [2.30579, -0.71291, -2.75373], [1.32015, -2.27264, -4.00363], [-0.87802, -2.23329, -3.29707], [0.94148, -1.20969, -5.33471], [-2.09137, 1.06200, -5.78571], [-2.52681, -0.92212, -4.58824], [2.34633, 1.76644, 0.74874], [2.26298, 2.32900, 2.50459], [3.19936, 2.81752, 2.82220], [2.08317, 1.46999, 3.17054], [1.44259, 3.04682, 2.64627], [4.18809, 1.80044, 0.62079], [4.57901, 2.78634, 0.91055], [4.48878, 1.58802, -0.41398], [4.63648, 1.03694, 1.27200], [1.96500, 3.37367, -0.07951], [1.90865, 3.21886, -1.16630], [2.73286, 4.13081, 0.13843], [0.98788, 3.73681, 0.27154], [1.11500, -3.07760, 0.09444], [0.04431, -4.23160, -0.86896], [0.65820, -4.99530, -1.36266], [-0.51277, -3.68379, -1.64399], [-0.67082, -4.72371, -0.19566], [2.63705, -3.30020, -0.91669], [2.42562, -2.92979, -1.93424], [2.92769, -4.35686, -0.99041], [3.46352, -2.70944, -0.50171], [1.30838, -4.00320, 1.66974], [0.67295, -4.90415, 1.65341], [0.94140, -3.33168, 2.46903], [2.35746, -4.26991, 1.88150], [4.02075, -1.35424, 2.48511], [3.49946, -1.07763, 4.27154], [3.85785, -2.66708, 5.19241], [4.47818, 0.34760, 5.01612], [1.79767, -0.70544, 4.33852], [0.90244, -0.64035, 5.30878], [-0.50455, -0.73878, 4.99586], [-1.48244, -0.66182, 5.98486], [-1.12253, -0.48385, 7.32569], [0.23536, -0.38970, 7.67712], [1.22357, -0.47245, 6.71175], [5.06739, -1.03622, 2.34398], [3.38644, -0.80387, 1.77860], [3.97072, -2.42271, 2.21984], [4.82953, -2.60086, 5.70059], [3.08443, -2.86646, 5.94606], [3.88892, -3.51612, 4.49487], [4.83594, 1.04364, 4.24325], [3.86932, 0.91481, 5.73466], [5.35575, -0.04322, 5.55284], [-0.76910, -0.88986, 3.94044], [-2.53277, -0.74191, 5.70536], [-1.89039, -0.41746, 8.09811], [0.51879, -0.25476, 8.72799], [2.27359, -0.40152, 6.99103]],
  "atomic_forces_ev_per_a": [[-2.75, -0.13, 3.62], [-0.37, -1.39, 0.74], [0.89, -0.54, 0.34], [-0.18, 0.14, -0.97], [-0.17, 1.02, -0.74], [-0.21, 0.80, 1.00], [0.22, 0.45, -0.17], [-0.11, 0.01, 0.36], [-0.32, -0.12, -0.26], [0.37, -0.14, -0.13], [0.29, -0.01, 0.31], [-0.17, -0.35, -0.01], [-0.23, 0.29, -0.05], [0.20, 0.16, -0.21], [0.32, -0.39, 0.21], [0.18, 0.22, -0.29], [-0.06, 0.01, -0.15], [0.02, 0.12, 0.17], [-0.33, -0.54, -0.25], [0.17, 0.14, -0.11], [-0.04, 0.12, -0.12], [-0.20, -0.13, 0.15], [-0.25, 0.23, -0.19], [0.24, -0.08, -0.13], [0.09, 0.12, 0.11], [-0.05, -0.11, 0.11], [1.33, 0.85, -0.97], [1.83, 0.67, -0.54], [-0.01, 0.31, -0.40], [-0.27, 0.54, -0.42], [0.72, -1.60, -1.30], [-0.03, -1.04, -2.34], [0.30, -0.06, 0.13], [0.25, -0.54, 0.30], [-0.28, -0.06, 0.48], [-0.03, -0.11, 0.25], [0.20, -0.46, 0.26], [-0.17, 0.22, 0.35], [-0.42, 0.16, 0.03], [-0.24, -0.76, 0.00], [-0.20, 0.45, -0.27], [-0.29, 0.33, -0.01], [-0.38, 0.71, 0.07], [-0.32, 0.19, 0.52], [0.36, -0.22, 0.23], [0.14, 0.46, 0.52], [0.30, 0.24, 0.34], [-0.13, -0.02, 0.47], [-0.33, -0.10, -0.19], [0.01, 0.27, -0.21], [0.15, -0.24, -0.02], [0.18, -0.07, -0.33], [-0.09, -0.23, -0.08], [0.05, 0.03, 0.22], [-0.19, 0.22, -0.23], [0.04, 0.08, -0.10], [0.05, 0.18, 0.21], [-0.28, -0.13, -0.08], [0.25, -0.09, -0.14], [-0.41, 0.82, -0.53], [-0.11, -0.17, -0.08], [-0.23, -0.02, 0.11], [0.11, -0.18, 0.23], [0.08, 0.13, -0.29], [0.27, -0.19, 0.18], [0.03, -0.11, 0.37], [0.07, 0.22, 0.00], [-0.14, -0.16, -0.12], [0.10, -0.08, 0.30], [0.42, 0.23, 0.10], [0.29, -0.40, -0.24], [-0.45, 0.01, -0.05], [0.05, -0.05, -0.16], [0.11, 0.21, 0.15], [-0.10, -0.19, 0.17], [0.13, 0.12, 0.05], [-0.39, -0.45, -0.27], [-0.18, 0.04, 0.46], [-0.17, 0.15, 0.10], [0.38, -0.07, -0.51], [0.14, 0.03, 0.01], [0.24, 0.00, 0.03], [-0.19, -0.09, -0.11], [-0.30, -0.09, 0.02], [0.10, -0.08, 0.11], [-0.04, 0.32, 0.10], [-0.21, -0.09, -0.10], [0.22, -0.03, -0.09], [-0.03, 0.17, 0.25], [-0.10, -0.12, 0.23], [0.19, -0.10, -0.19], [-0.17, 0.16, -0.16], [0.12, 0.10, 0.52], [0.24, 0.00, 0.10], [0.23, -0.03, -0.25], [-0.15, -0.05, -0.47], [-0.20, -0.01, -0.02]],
  "mulliken_charge": [-1.23, -0.50, 1.80, 0.30, 1.28, 0.22, -1.67, 0.30, 0.37, 0.33, -1.23, 0.33, -0.10, 0.40, -0.97, 0.32, -0.30, 0.26, -0.94, 0.31, 0.35, 0.26, -1.73, 0.40, 0.43, 0.37, 0.98, 0.14, -0.97, -1.34, 0.22, 0.09, -0.93, -1.19, 0.28, 0.50, 0.42, 0.39, -0.85, 0.66, 0.40, 0.42, 0.55, 0.25, 0.40, 0.70, 1.14, -0.93, 0.42, -0.21, 0.45, -1.32, 0.41, 0.38, 0.24, -1.18, 0.29, 0.44, 0.23, 0.96, -1.28, 0.48, -0.02, 0.48, -1.19, 0.14, 0.47, 0.27, -1.09, 0.49, 0.07, 0.36, -0.33, 0.07, -1.13, -1.08, 0.11, -0.29, 0.31, -0.63, -0.32, -0.82, 0.05, 0.48, -0.46, 0.29, 0.37, 0.34, 0.27, 0.27, 0.36, 0.41, 0.31, 0.39, 0.37, 0.37, 0.32],
  "largest_force_ev_per_a": 4.550,
  "total_charge": 1,
  "gap_ha": [0.181, 0.234],
  "total_energy_ha": -2561.8933,
  "lumo_energy_ev": [-4.9921, -3.8839]
}

{
  "formula": "C2H3ClN2",
  "method": "ωB97M-V/def2-TZVPD",
  "symbols": ["C", "C", "N", "N", "Cl", "H", "H", "H"],
  "coordinates": [[-0.19456, -0.26643, -0.04274], [-1.38289, 0.39669, 0.38620], [0.73012, -0.71732, -0.54042], [-2.10658, 0.88125, -0.52501], [3.81640, -0.65948, 0.37806], [-1.36452, 0.64320, 1.53233], [2.43960, -0.75642, 0.25183], [-1.93758, 0.47850, -1.44027]],
  "atomic_forces_ev_per_a": [[0.15, -0.83, -0.05], [0.90, 1.20, 1.54], [0.57, -0.34, -0.04], [-1.59, 0.00, 1.10], [-2.05, -0.14, -0.05], [-0.76, -0.19, -2.32], [2.27, 0.11, -0.02], [0.50, 0.19, -0.16]],
  "mulliken_charge": [0.35, 0.02, -0.42, -0.48, -0.31, 0.27, 0.31, 0.27],
  "e_above_lowest_ev": 1.731,
  "largest_force_ev_per_a": 2.450,
  "total_charge": 0,
  "smiles": "[H]/N=C\\C#N.Cl",
  "gap_ha": 0.378,
  "total_energy_ha": -647.6582,
  "lumo_energy_ev": -0.7196
}